A.
C2H10BrN4 | ωB97M-V with the def2-TZVPD basis set

Positions of all 17 atoms, in Å:
C: -0.7079 0.8868 -0.9972
N: 0.5288 0.6029 -0.4026
N: 0.3819 1.0634 0.9704
C: 0.7896 -0.8325 -0.4048
N: -0.3390 -1.5736 0.2231
N: 2.0490 -1.1313 0.3224
Br: 3.4810 0.1795 -0.0884
H: -1.1463 1.9179 -0.9852
H: -0.7983 0.6520 -1.9687
H: -1.5141 0.1439 -0.4966
H: 1.2666 0.7303 1.4539
H: -0.5991 0.6403 1.2841
H: 0.3851 2.0583 1.0688
H: 0.8114 -0.9799 -1.4685
H: -0.0181 -2.0220 1.1144
H: -0.9807 -2.2676 -0.0810
H: 2.3057 -2.1320 0.1142

Properties
- HOMO energy: -13.794 eV
- Charge: +1
- SMILES: CN([NH3+])[C@H](N)NBr



B.
C2H10BrN4 | ωB97M-V with the def2-TZVPD basis set

Positions of all 17 atoms, in Å:
C: 1.4137 -1.9788 -0.2139
C: -0.7571 -1.1752 -0.0250
N: 0.8956 0.3778 0.4400
N: -1.8049 0.2769 0.0361
N: 0.4712 -0.8654 0.1169
N: -0.2614 2.5511 -0.2141
Br: -3.5694 -0.1656 -0.3035
H: 1.0943 -2.5546 -1.0428
H: 2.5169 -1.5728 -0.2955
H: 1.4682 -2.7990 0.4923
H: -1.2418 -2.0733 -0.0416
H: 0.2672 1.4076 0.1294
H: 1.9036 0.4249 0.5630
H: -1.6966 0.2976 1.0880
H: -0.3440 3.0276 0.6552
H: 0.6707 2.7050 -0.6748
H: -1.0263 2.1161 -0.7097

Properties
- HOMO energy: -13.418 eV
- Charge: +1



Most stable structure - A; separation to the second - 1.544 eV.



A.
C8H7F3N2 | ωB97M-V with the def2-TZVPD basis set

Positions of all 20 atoms, in Å:
C: 2.0483 -0.7393 2.7645
C: 0.1800 -1.1417 1.5641
C: 1.1868 -0.3011 1.7363
C: 1.7327 0.7364 0.7218
C: 0.7125 1.3860 -0.2269
C: 0.0844 0.4590 -1.2367
C: -1.1445 -0.2751 -0.9112
C: -2.5730 -0.2126 -0.9661
N: 2.7800 -1.2095 3.5083
N: -1.8242 -1.3745 -1.2344
F: -3.1923 0.3192 -1.9915
F: -3.4325 -0.1667 0.0502
F: -2.0068 -2.0999 -2.6300
H: -0.6665 -1.6706 1.2669
H: 2.1965 1.6435 1.2690
H: 2.2874 -0.0296 0.0933
H: -0.1183 1.8241 0.4738
H: 1.1699 2.1485 -0.7153
H: -0.2547 1.0683 -2.0485
H: 0.8340 -0.3644 -1.4876

Properties
- HOMO energy (spin up / spin down): -9.441 / -9.385 eV
- Charge: 0



B.
C8H7F3N2 | ωB97M-V with the def2-TZVPD basis set

Positions of all 20 atoms, in Å:
C: -1.7273 1.6911 1.8492
C: -0.6323 0.9221 -0.1603
C: -0.8589 0.8372 1.2154
C: -0.2921 -0.3127 2.1275
C: 0.9313 -0.7688 1.4633
C: 0.7672 -1.1574 -0.0314
C: 0.1561 -0.0108 -0.7403
C: 0.4729 0.0496 -2.4366
N: -2.5102 2.4045 2.3016
N: -0.1940 0.0836 -3.7768
F: 1.3115 -1.0372 -2.5090
F: 1.3087 1.1661 -2.5340
F: -1.5130 0.1314 -3.8552
H: -1.0022 1.8207 -0.8211
H: -0.0684 0.2350 3.1000
H: -1.0966 -1.0901 2.1464
H: 1.5917 0.1364 1.5132
H: 1.4489 -1.4644 2.0754
H: 1.7681 -1.5573 -0.4923
H: 0.1388 -2.0790 -0.4350

Properties
- HOMO energy (spin up / spin down): -7.290 / -7.026 eV
- Charge: 0



Most stable structure - B; separation to the second - 0.338 eV.



A.
C4H10O3 | ωB97M-V with the def2-TZVPD basis set

Positions of all 17 atoms, in Å:
O: 0.0087 -0.4196 3.8057
C: 0.2472 0.2475 2.7641
C: -0.6119 0.3631 1.4969
C: 0.2600 -0.5381 0.5378
C: -0.5324 -0.6810 -0.7495
O: 0.2133 -1.1909 -1.8109
H: 1.0714 0.8946 2.7444
H: -1.6489 0.0871 1.7376
H: -0.7799 1.2790 0.9385
H: 1.1737 -0.0390 0.3721
H: 0.2969 -1.5376 0.9914
H: -0.9374 0.4128 -1.0760
H: -1.2735 -1.4452 -0.7581
H: 1.1432 -1.4572 -1.8029
O: 0.3277 1.6892 -3.0771
H: 1.2096 1.5739 -3.0046
H: -0.1677 0.7615 -3.1094

Properties
- HOMO energy: -10.012 eV
- Charge: 0
- SMILES: O=CCCCO.O



B.
C4H10O3 | ωB97M-V with the def2-TZVPD basis set

Positions of all 17 atoms, in Å:
O: -0.2293 -1.7443 -1.6032
C: 0.3915 -1.8401 -0.5838
C: 0.8906 -0.6697 0.2276
C: 1.0310 0.5881 -0.7192
C: -0.2347 1.2962 -1.1296
O: 0.1287 2.4494 -1.9576
H: 0.4888 -2.8614 -0.1701
H: 1.8603 -0.9034 0.6569
H: 0.1079 -0.4638 0.9619
H: 1.6000 1.3195 -0.1417
H: 1.5429 0.1939 -1.5930
H: -0.8424 0.6857 -1.7993
H: -0.9445 1.5817 -0.3560
H: 0.1854 2.0211 -2.8074
O: -2.0475 -0.1728 3.6264
H: -2.6471 -0.8851 3.4062
H: -1.2813 -0.5949 3.9819

Properties
- HOMO energy: -9.940 eV
- Charge: 0
- SMILES: O=CCCCO.O



Most stable structure - B; separation to the second - 1.265 eV.



A.
C4H10O3 | ωB97M-V with the def2-TZVPD basis set

Positions of all 17 atoms, in Å:
O: 2.9281 -1.8773 -0.4260
C: 2.1981 -0.9842 -0.8012
C: 1.3605 -0.3284 0.3099
C: -0.1206 -0.7677 0.1075
C: -1.0539 0.0693 0.9957
O: -2.2677 0.3509 0.2796
H: 2.0049 -0.8266 -1.8661
H: 1.7058 -0.8365 1.2094
H: 1.4105 0.7579 0.3970
H: -0.4389 -0.5625 -0.9260
H: -0.1950 -1.8103 0.4347
H: -0.7210 1.0932 1.1737
H: -1.1849 -0.5737 1.8640
H: -3.0681 -0.1336 0.5253
O: -0.4882 2.3807 -1.1213
H: -1.2774 2.4561 -0.5619
H: -0.7923 1.5927 -1.5942

Properties
- HOMO energy: -9.754 eV
- Charge: 0
- SMILES: O=CCCCO.O



B.
C4H10O3 | ωB97M-V with the def2-TZVPD basis set

Positions of all 17 atoms, in Å:
C: -0.8846 1.6861 -1.7334
O: -0.8116 1.2716 -0.3884
C: 0.4229 0.6606 -0.0599
C: 0.1733 -0.3152 1.0885
O: -1.0583 -0.9821 0.8776
C: 1.2396 -1.4083 1.0968
O: 1.1347 -2.1915 -0.0702
H: -1.9011 2.0473 -1.9058
H: -0.6761 0.8494 -2.4172
H: -0.1719 2.4958 -1.9480
H: 0.8049 0.0963 -0.9218
H: 1.1636 1.4224 0.2254
H: 0.1645 0.2189 2.0512
H: -1.6258 -0.3296 0.4351
H: 1.1144 -2.0233 1.9998
H: 2.2440 -0.9700 1.1160
H: 0.1815 -2.3538 -0.1606

Properties
- HOMO energy: -10.264 eV
- Charge: 0
- SMILES: COC[C@@H](O)CO



C.
C4H10O3 | ωB97M-V with the def2-TZVPD basis set

Positions of all 17 atoms, in Å:
C: 1.0946 -0.1444 -1.2962
C: 2.2400 0.5181 -1.0760
C: 2.4979 1.7118 -1.9160
C: 3.6295 1.9885 -2.5830
O: 1.4141 2.5356 -2.0036
H: 0.2700 0.4358 -1.6931
H: 0.8618 -1.0208 -0.7016
H: 3.1177 -0.0174 -0.7462
H: 3.5225 2.4587 -3.5472
H: 4.5628 1.5026 -2.3284
H: 1.6667 3.4152 -2.2962
O: -5.6555 -1.0324 0.9350
H: -6.1962 -1.3829 1.6511
H: -4.7635 -1.1115 1.2953
O: -2.6490 -3.6318 5.5437
H: -3.5507 -3.3045 5.4922
H: -2.0627 -2.9207 5.2704

Properties
- HOMO energy: -8.546 eV
- Charge: 0
- SMILES: C=CC(=C)O.O.O



D.
C4H10O3 | ωB97M-V with the def2-TZVPD basis set

Positions of all 17 atoms, in Å:
C: -1.6371 -0.4722 -0.7862
C: -1.9396 -1.2984 -1.8262
C: -1.2171 -2.5429 -2.0220
C: -1.3161 -3.6569 -1.2729
O: -0.2486 -2.3744 -3.0030
H: -1.7111 -0.6271 0.2946
H: -1.7015 0.6198 -0.8894
H: -2.7002 -0.9170 -2.4949
H: -1.1781 -4.6117 -1.7930
H: -1.5561 -3.6033 -0.2190
H: 0.2149 -3.2276 -2.9872
O: 3.6783 3.4109 0.7831
H: 4.6048 3.5643 0.9808
H: 3.7118 2.4735 0.9812
O: 1.2714 4.6709 4.8546
H: 1.2435 4.1519 4.0612
H: 0.4808 4.4402 5.3383

Properties
- HOMO energy: -8.286 eV
- Charge: 0
- SMILES: C=CC(=C)O.O.O



Most stable structure - B; separation to the second - 0.397 eV.



A.
C4H10O3 | ωB97M-V with the def2-TZVPD basis set

Positions of all 17 atoms, in Å:
C: 2.7654 0.1295 -0.2041
O: 1.5557 0.3000 0.4918
C: 0.4237 0.0242 -0.2871
C: -0.7798 -0.1713 0.6021
O: -1.2093 1.0480 1.1986
C: -1.9160 -0.6629 -0.3049
O: -3.1726 -0.2876 0.1814
H: 3.5761 0.1685 0.5271
H: 2.9146 0.9180 -0.9542
H: 2.7970 -0.8476 -0.7102
H: 0.1663 0.8376 -0.9934
H: 0.5819 -0.8782 -0.8999
H: -0.5343 -0.8855 1.3993
H: -0.5317 1.7210 1.0714
H: -1.8812 -1.7557 -0.3819
H: -1.7333 -0.2441 -1.3156
H: -3.0227 0.5859 0.5795

Properties
- HOMO energy: -9.936 eV
- Charge: 0
- SMILES: COC[C@@H](O)CO



B.
C4H10O3 | ωB97M-V with the def2-TZVPD basis set

Positions of all 17 atoms, in Å:
C: 1.2755 1.2990 0.4829
C: 0.3459 0.0768 0.1103
O: 1.1279 -1.0889 -0.1711
C: -0.7110 -0.2196 1.1421
C: -2.0825 -0.3722 0.6185
O: -2.9613 -0.1428 1.4469
H: 1.9753 1.1546 1.4148
H: 0.8113 2.2250 0.4253
H: 2.0451 1.4384 -0.3002
H: 0.0631 0.2344 -0.9318
H: 1.7188 -1.2195 0.6195
H: -0.5020 -1.3082 1.7106
H: -0.7235 0.6195 1.9541
H: -2.4161 -0.5667 -0.3782
O: -0.1638 -0.4041 -2.8707
H: -0.5382 -1.3345 -2.7194
H: 0.7357 -0.3911 -2.5535

Properties
- HOMO energy: -9.750 eV
- Charge: 0
- SMILES: C[C@@H](O)CC=O.O



Most stable structure - A; separation to the second - 0.891 eV.



A.
C4H10O3 | ωB97M-V with the def2-TZVPD basis set

Positions of all 17 atoms, in Å:
C: 0.1270 -2.9093 1.6601
C: 1.1830 -2.9906 0.8650
C: 1.6932 -2.0138 -0.0913
C: 1.2401 -0.7469 -0.2148
O: 0.7470 -0.0766 0.8498
H: 0.0304 -3.6616 2.4341
H: -0.6560 -2.1749 1.7672
H: 1.8108 -3.8588 1.0165
H: 2.5118 -2.3219 -0.7244
H: 1.0625 -0.2420 -1.1643
H: -0.0654 0.4255 0.6980
O: -1.2069 2.1421 0.5868
H: -1.5699 2.3906 1.4475
H: -1.7448 2.6530 -0.0287
O: -1.9082 4.1282 -2.8980
H: -2.0370 5.0503 -2.6368
H: -1.2177 4.2065 -3.5667

Properties
- HOMO energy: -7.564 eV
- Charge: 0
- SMILES: C=C/C=C\O.O.O



B.
C4H10O3 | ωB97M-V with the def2-TZVPD basis set

Positions of all 17 atoms, in Å:
C: -1.6787 -1.6204 0.6205
O: -1.5971 -0.2249 0.7079
C: -1.0692 0.3033 -0.4480
C: 0.4665 1.1372 -0.0299
O: 0.7433 0.7487 1.2743
C: 1.7303 0.7950 -0.8563
O: 2.1490 -0.5267 -0.6202
H: -1.9175 -1.9151 1.6373
H: -0.7232 -2.0265 0.2756
H: -2.4245 -1.9067 -0.1288
H: -0.2435 -0.2054 -0.8977
H: -1.7486 1.0563 -0.8227
H: 0.2415 2.1924 -0.1399
H: -0.1133 0.3962 1.5843
H: 2.5263 1.5114 -0.5738
H: 1.5403 0.8857 -1.9294
H: 2.1184 -0.6005 0.3468

Properties
- HOMO energy: -9.178 eV
- Charge: 0
- SMILES: COC[C@@H](O)CO



Most stable structure - A; separation to the second - 0.660 eV.